Entry 1:
ORCA calculation (the ωB97M-V functional and the def2-TZVPD basis) on the molecule C5H9N3 at a distorted geometry.

- Energy relative to the best compared isomer or geometry (same formula, charge and spin): 1.422 eV
- Multiplicity: 1
- Total energy: -9800.04503 eV
- SMILES string: [H]/N=C(\C)N(C)CC#N
- HOMO-LUMO gap: 10.313 eV

CARTESIAN COORDINATES (ANGSTROEM)
H 1.83963 1.78482 -1.16130
N 0.86165 1.61362 -0.90336
C 0.76395 0.55142 -0.17009
C 1.98981 -0.25693 0.18387
N -0.45953 0.11397 0.29987
C -1.34013 1.13453 0.87179
C -1.18093 -0.83435 -0.57582
C -0.82353 -2.24096 -0.30148
N -0.56035 -3.35349 -0.09972
H 1.96875 -0.49911 1.25055
H 2.90367 0.30362 -0.03042
H 1.99798 -1.18414 -0.39410
H -2.07756 0.66154 1.52929
H -1.86867 1.69051 0.09022
H -0.76872 1.84248 1.48244
H -0.98086 -0.59927 -1.62917
H -2.26510 -0.72825 -0.44261

Force components x, y, z for each atom (eV/Å):
H -0.356 -0.052 0.251
N -0.481 -1.028 0.880
C 2.151 1.835 -1.907
C -0.233 -0.150 0.241
N -1.685 -0.713 0.835
C -0.112 0.183 -0.154
C 0.429 0.338 0.167
C 0.301 -1.382 0.169
N -0.333 1.607 -0.279
H 0.011 -0.146 -0.179
H -0.185 -0.114 -0.062
H 0.049 -0.096 0.166
H 0.146 -0.059 -0.155
H 0.008 0.151 0.096
H -0.007 -0.223 -0.270
H -0.014 -0.179 0.043
H 0.312 0.028 0.160

Entry 2:
ORCA calculation (the ωB97M-V functional and the def2-TZVPD basis) on a structure of composition C24H22FN4Ru.

- Total charge: +2
- Energy relative to the best compared isomer or geometry (same formula, charge and spin): 3.094 eV
- Multiplicity: 2
- Total energy: -36488.12193 eV
- HOMO-LUMO gap (alpha / beta): 7.798 / 6.521 eV

CARTESIAN COORDINATES (ANGSTROEM)
Ru 0.53573 -0.39156 1.67136
C -1.55711 -0.59052 3.32177
N -1.54212 -0.36771 1.83477
C -2.06704 -1.47707 0.99952
C -1.10591 -1.86014 -0.10580
C -1.51166 -2.61600 -1.19271
C -0.58018 -2.98251 -2.14933
C 0.74217 -2.57427 -2.00560
C 1.08634 -1.82005 -0.90911
N 0.18177 -1.47984 0.02642
C -2.06433 0.96704 1.45231
C -1.14097 1.70254 0.51366
C -1.58233 2.75648 -0.26640
C -0.66509 3.45321 -1.03648
C 0.66914 3.07019 -1.01327
C 1.03609 1.99807 -0.23147
N 0.14986 1.32723 0.52403
C 0.99396 -0.54055 4.23519
C 2.14276 0.44549 4.17480
C 2.90352 0.56266 3.09080
C 2.76888 -0.38179 1.97279
C 2.16102 -1.60536 2.28787
N 1.12677 -1.59225 3.17674
H -2.50606 -0.26021 3.74757
H -1.46060 -1.66070 3.49423
H -2.22946 -2.34751 1.63872
H -3.03534 -1.21403 0.57161
H -2.54785 -2.91231 -1.28329
H -0.88014 -3.57545 -3.00274
H 1.49554 -2.83475 -2.73473
H 2.09527 -1.46652 -0.75041
H -3.06407 0.87909 1.02456
H -2.15368 1.56614 2.35907
H -2.62875 3.03018 -0.26468
H -0.98781 4.28379 -1.64958
H 1.41523 3.58853 -1.59789
H 2.05915 1.65118 -0.18917
H 2.35795 1.04113 5.04544
H 3.70395 1.28996 3.05800
H 3.48725 -0.34274 1.16532
H 2.34056 -2.51981 1.73419
F 0.91161 1.57823 7.89328
C 0.56911 1.01720 6.73826
C 0.74761 -0.40888 6.71262
C 0.86420 -1.14934 5.60080
C -0.40065 0.15350 3.98126
C -0.70977 1.27653 4.68714
C -0.03984 1.81462 5.82093
H 0.77150 -0.89044 7.68271
H 0.89298 -2.23106 5.65989
H -1.66187 1.75750 4.47723
H -0.23236 2.83919 6.11266

Force components x, y, z for each atom (eV/Å):
Ru 0.353 -0.263 -0.205
C -0.110 0.074 0.003
N -0.008 0.044 0.013
C 0.038 -0.003 0.026
C -0.045 -0.013 0.000
C 0.026 0.042 0.013
C 0.053 0.030 0.026
C -0.056 -0.038 -0.042
C -0.036 0.012 0.009
N -0.017 -0.043 0.009
C 0.008 -0.008 0.023
C -0.035 0.021 -0.018
C 0.022 -0.018 0.010
C -0.005 -0.010 0.010
C -0.001 0.029 -0.021
C 0.032 -0.046 0.021
N 0.013 0.024 -0.012
C -0.117 0.080 0.072
C -0.038 0.036 -0.011
C 0.029 0.028 -0.031
C -0.056 -0.118 0.065
C 0.260 0.223 -0.021
N -0.354 0.173 -0.159
H -0.034 -0.025 -0.077
H 0.005 0.008 0.001
H 0.041 0.001 -0.004
H -0.011 -0.025 0.003
H -0.007 -0.001 0.004
H -0.001 -0.002 -0.002
H -0.001 -0.001 -0.003
H -0.001 -0.003 0.005
H -0.002 0.012 0.001
H -0.001 -0.004 -0.006
H -0.007 -0.005 0.005
H 0.003 0.003 -0.003
H -0.002 0.001 -0.001
H -0.011 0.002 -0.001
H -0.008 0.008 0.013
H -0.006 0.010 -0.018
H 0.006 -0.012 -0.023
H -0.088 -0.027 0.048
F 0.057 0.022 0.014
C -0.156 0.033 -0.030
C 0.028 0.036 -0.047
C 0.099 -0.080 -0.077
C 0.094 -0.075 0.303
C -0.013 -0.033 0.043
C 0.073 -0.082 0.058
H 0.004 0.004 0.001
H -0.014 -0.002 0.026
H 0.008 -0.014 -0.037
H -0.006 -0.007 0.025